No. 1
The following is a quantum chemistry calculation of a 6-piece molecular cluster, C27H50IN5O8P2S overall in a non-equilibrium geometry, from OMol25.

The geometry in XYZ format:
```
94
Properties=species:S:1:pos:R:3:forces:R:3:lowdin_charge:R:1
C 4.343 0.751 1.561 -0.11 -0.76 -0.23 -0.082
C 4.398 -0.742 1.116 -0.64 1.41 0.58 -0.280
O 5.149 -0.903 -0.071 0.12 -0.21 -0.22 -0.146
C 4.490 -1.690 -1.051 0.12 0.09 0.61 -0.185
C 3.580 -0.764 -1.857 0.78 -0.22 0.13 -0.184
O 2.737 -1.429 -2.795 -0.04 0.18 0.24 -0.146
C 1.700 -2.173 -2.235 0.09 0.18 0.12 -0.183
C 0.471 -1.338 -1.814 -2.08 -0.32 -1.41 -0.505
P 0.541 0.538 -2.086 1.68 1.30 0.76 0.594
O -0.858 1.159 -1.491 0.02 -0.96 -0.63 -0.378
I 0.370 0.965 -4.490 -0.31 -0.41 0.44 0.530
O -0.622 -1.794 -2.749 -0.50 -1.05 0.66 -0.273
S -1.943 -2.261 -2.013 -0.49 1.23 -0.31 0.567
O -3.028 -1.619 -2.643 -0.44 0.57 0.01 -0.204
O -2.086 -3.654 -1.786 0.98 -0.54 0.29 -0.236
O -1.606 -1.536 -0.584 0.29 0.07 -0.97 -0.252
C -0.174 -1.592 -0.446 0.23 -0.85 0.67 -0.416
P 0.153 -3.221 0.408 1.25 -0.19 0.24 0.765
O 1.378 -3.187 1.243 0.04 0.11 0.00 -0.433
H 3.309 1.057 1.703 -0.10 0.05 0.08 0.057
H 4.765 1.408 0.807 0.25 -0.03 -0.05 0.070
H 4.838 0.835 2.518 0.21 0.38 0.04 0.037
H 4.784 -1.316 1.953 0.37 -0.34 -0.23 0.087
H 3.360 -1.059 0.996 -0.02 -0.34 -0.32 0.088
H 5.264 -2.147 -1.664 -0.01 0.01 -0.21 0.127
H 3.966 -2.490 -0.522 -0.25 -0.15 -0.24 0.111
H 4.232 -0.128 -2.445 -0.06 0.20 -0.18 0.133
H 3.056 -0.098 -1.167 -0.35 -0.12 -0.05 0.085
H 2.035 -2.833 -1.431 0.15 0.24 0.30 0.102
H 1.342 -2.834 -3.016 -0.10 -0.03 -0.18 0.145
H -0.691 1.473 -0.581 0.01 0.11 -0.03 -0.020
H 0.207 -0.848 0.257 -0.41 0.16 0.19 0.113
H -1.004 -3.475 1.174 -0.21 0.13 -0.47 0.036
H 0.210 -4.206 -0.605 -0.40 0.17 0.12 0.039
C -4.334 1.599 2.398 -0.02 -0.01 0.01 -0.103
C -3.992 0.256 1.761 -0.23 0.24 -0.05 -0.245
C -2.597 -0.243 2.143 -0.08 0.12 -0.17 -0.165
C -1.569 0.705 1.695 -0.84 -0.94 0.63 -0.195
N -0.785 1.455 1.347 0.77 0.69 -0.42 0.186
H -3.657 2.386 2.061 0.03 -0.03 0.03 0.072
H -5.345 1.902 2.126 0.00 -0.01 0.02 0.074
H -4.278 1.541 3.487 0.01 0.03 0.00 0.078
H -4.067 0.344 0.675 0.06 -0.10 0.00 0.117
H -4.727 -0.488 2.074 0.09 -0.09 -0.01 0.112
H -2.402 -1.209 1.677 0.07 0.03 0.01 0.095
H -2.516 -0.365 3.220 0.10 0.03 0.18 0.114
C 0.474 -0.584 5.930 0.44 0.14 -0.14 -0.130
C 0.619 -1.918 5.205 -0.21 0.26 0.13 -0.270
C 2.048 -2.462 5.257 -0.13 0.09 -0.22 -0.177
C 2.974 -1.527 4.611 -0.75 -1.07 0.69 -0.196
N 3.686 -0.794 4.111 0.78 0.83 -0.39 0.197
H 1.093 0.189 5.468 0.12 -0.11 0.04 0.073
H -0.546 -0.242 5.900 -0.13 0.08 0.00 0.012
H 0.768 -0.675 6.979 0.02 0.01 0.01 0.079
H 0.311 -1.801 4.163 0.07 -0.08 -0.01 0.101
H -0.056 -2.646 5.658 0.05 -0.07 -0.04 0.086
H 2.113 -3.421 4.744 0.07 0.00 -0.03 0.116
H 2.359 -2.608 6.293 0.06 0.03 0.00 0.119
C -0.409 2.056 -9.751 -0.01 -0.03 0.01 -0.109
C -1.742 1.897 -9.029 0.18 -0.11 -0.18 -0.260
C -2.187 3.175 -8.310 0.17 -0.24 0.08 -0.180
C -1.203 3.564 -7.293 -1.09 -0.18 -0.95 -0.237
N -0.437 3.866 -6.507 0.93 0.34 0.92 0.151
H 0.400 2.278 -9.053 -0.02 0.05 0.01 0.070
H -0.146 1.136 -10.272 -0.01 0.02 -0.02 0.073
H -0.455 2.860 -10.489 0.02 0.00 0.00 0.077
H -1.664 1.081 -8.309 -0.08 0.04 0.04 0.110
H -2.510 1.615 -9.751 -0.07 0.04 0.07 0.108
H -3.148 3.019 -7.820 0.00 0.07 0.05 0.118
H -2.299 3.996 -9.020 0.02 0.04 0.02 0.120
C 3.171 6.495 -3.357 0.00 0.01 -0.05 -0.113
C 2.057 5.772 -4.107 0.20 0.21 0.01 -0.264
C 1.279 4.793 -3.224 0.17 -0.07 -0.15 -0.192
C 2.171 3.752 -2.696 -1.00 0.97 -0.41 -0.279
N 2.868 2.946 -2.295 0.88 -0.85 0.44 0.153
H 3.923 5.796 -2.989 -0.04 -0.02 0.04 0.070
H 3.677 7.201 -4.015 -0.01 0.02 0.02 0.070
H 2.774 7.051 -2.505 0.02 0.00 0.01 0.075
H 2.484 5.236 -4.956 -0.11 -0.06 -0.01 0.111
H 1.360 6.508 -4.512 -0.08 -0.09 -0.01 0.107
H 0.488 4.312 -3.801 0.01 -0.06 0.02 0.073
H 0.818 5.316 -2.384 0.02 -0.02 0.05 0.121
C -4.624 -4.272 5.987 0.02 -0.03 0.00 -0.109
C -3.683 -4.428 7.177 -0.15 -0.11 -0.20 -0.260
C -3.440 -3.111 7.923 0.14 -0.13 -0.21 -0.175
C -2.828 -2.119 7.030 -0.62 -0.83 1.05 -0.195
N -2.355 -1.357 6.329 0.04 0.67 -0.85 0.180
H -4.209 -3.601 5.234 0.00 0.04 0.04 0.066
H -4.791 -5.236 5.507 -0.03 0.00 0.01 0.073
H -5.592 -3.878 6.301 0.00 0.01 -0.02 0.078
H -2.730 -4.833 6.830 0.03 0.03 0.09 0.110
H -4.104 -5.153 7.875 0.06 0.05 0.08 0.109
H -2.775 -3.272 8.771 0.00 0.08 0.03 0.119
H -4.378 -2.706 8.302 0.00 0.05 0.00 0.122
```
Forces are in eV/Å.

Gap between HOMO and LUMO = 8.452 eV
SMILES = CCOCCOC[C@@]1(P(O)I)OS(=O)(=O)O[C@H]1[PH2]=O.CCCC#N.CCCC#N.CCCC#N.CCCC#N.CCCC#N


No. 2
The following is a quantum chemistry calculation of a 3-piece molecular cluster, C27H51BF4N2O11S overall in a non-equilibrium geometry, from OMol25.

The geometry in XYZ format:
```
97
Properties=species:S:1:pos:R:3:forces:R:3:lowdin_charge:R:1
C -2.991 -5.272 5.645 0.78 0.50 -0.64 0.195
C -2.452 -4.300 5.132 -0.70 0.09 -0.54 -0.039
C -1.682 -3.138 4.377 0.06 -1.78 1.56 -0.327
S -1.614 -3.774 2.625 -4.23 -4.86 -2.38 0.858
O -2.718 -3.345 1.758 2.31 1.42 1.58 -0.253
O -1.698 -5.254 2.716 1.85 2.76 0.53 -0.284
C 0.012 -3.437 1.761 2.82 -0.35 -2.04 -0.486
F 1.113 -3.989 2.420 -2.39 1.56 -1.04 0.095
F 0.234 -2.101 1.460 -0.37 -2.32 1.02 0.087
F -0.050 -4.107 0.528 -0.28 1.39 2.60 0.079
O -0.338 -3.335 4.904 -0.60 0.60 1.02 -0.014
C -0.338 -2.533 6.113 -0.42 1.28 -1.12 -0.309
O 0.031 -2.840 7.210 -0.29 0.00 -2.37 0.185
C -0.983 -1.164 5.567 0.06 -1.02 2.14 -0.106
C -1.208 -0.341 6.901 -0.03 1.20 0.39 -0.102
C 0.152 0.322 7.450 -1.62 0.01 0.41 -0.178
O 0.637 1.180 6.398 1.15 -1.34 0.95 -0.196
C 2.009 0.931 6.044 0.75 0.86 -2.44 -0.237
C 2.056 0.896 4.423 -0.37 -1.09 0.73 -0.077
C -2.228 -1.648 4.682 1.21 -0.01 0.24 -0.113
B -3.654 -1.979 5.414 -1.97 -0.65 0.31 -0.540
O -4.797 -2.319 4.604 1.57 1.51 0.89 0.123
O -3.857 -2.005 6.829 0.21 1.54 -1.48 0.012
C -4.608 -0.789 7.139 -0.87 0.92 0.38 -0.231
C -6.075 -1.106 7.666 0.19 -0.28 -0.05 -0.065
C -2.256 -0.574 3.510 -0.23 1.31 -1.06 -0.244
C -2.239 0.947 4.043 -1.05 -0.81 0.72 -0.006
F -3.421 -0.654 2.673 1.31 -0.20 1.23 -0.046
H -3.377 -6.254 6.033 0.53 1.86 -0.52 0.090
H -0.245 -0.729 4.823 -0.62 -0.29 1.27 0.144
H -1.922 0.542 6.769 0.95 -1.22 -0.08 0.113
H -1.677 -0.988 7.713 0.73 0.64 -1.21 0.132
H -0.130 0.966 8.354 0.35 -0.81 -1.16 0.133
H 0.892 -0.442 7.829 -0.65 0.77 -0.79 0.120
H 2.417 -0.067 6.380 -0.57 1.23 0.19 0.119
H 2.675 1.813 6.333 -0.89 -1.31 0.20 0.122
H 2.008 -0.203 4.103 0.06 1.49 0.23 0.070
H 1.110 1.394 4.048 1.37 -0.29 0.26 0.068
H 3.008 1.329 4.002 -1.19 -0.30 0.44 0.075
H -5.445 -1.583 4.640 0.29 -0.83 -0.14 0.111
H -4.725 -0.124 6.210 0.29 -0.75 1.11 0.122
H -4.026 -0.157 7.889 -0.66 -1.03 -0.87 0.126
H -6.049 -2.102 8.204 -0.06 1.15 -0.62 0.091
H -6.802 -1.183 6.794 0.90 0.01 1.14 0.081
H -6.466 -0.320 8.393 0.66 -0.90 -1.03 0.085
H -1.366 -0.650 2.805 -0.99 -0.42 0.85 0.149
H -2.954 0.971 4.936 0.92 0.20 -1.12 0.081
H -1.224 1.270 4.416 -1.14 -0.31 -0.55 0.072
H -2.681 1.653 3.267 0.89 -1.14 0.83 0.105
C 3.654 -0.233 -4.825 -0.03 -0.21 -0.15 -0.110
O 3.506 -1.611 -4.525 0.08 0.36 0.19 -0.197
C 3.474 -1.880 -3.124 -0.18 -0.59 -0.04 -0.212
C 2.093 -2.382 -2.713 0.08 0.47 -0.22 -0.207
N 1.100 -1.311 -2.789 0.04 -0.23 0.09 -0.050
C -0.278 -1.778 -2.634 0.05 0.23 -0.22 -0.193
C -0.836 -2.694 -3.731 -0.40 0.14 0.27 -0.218
O -0.986 -2.054 -4.993 0.28 -0.31 0.13 -0.181
C 0.175 -2.074 -5.808 -0.32 0.25 -0.17 -0.100
H 3.786 -0.131 -5.903 -0.04 -0.08 0.06 0.089
H 2.760 0.327 -4.534 0.09 0.18 0.05 0.061
H 4.535 0.183 -4.328 -0.07 0.08 0.03 0.089
H 3.775 -1.011 -2.530 -0.13 0.07 -0.12 0.121
H 4.204 -2.675 -2.938 -0.02 0.03 0.03 0.119
H 2.138 -2.760 -1.687 -0.05 0.01 -0.02 0.119
H 1.830 -3.213 -3.378 0.17 -0.18 0.06 0.104
H 1.182 -0.848 -3.686 0.03 -0.04 0.09 0.065
H -0.908 -0.883 -2.595 -0.07 -0.11 -0.01 0.118
H -0.380 -2.275 -1.664 0.05 -0.06 -0.07 0.105
H -1.847 -2.983 -3.425 0.03 0.04 -0.03 0.122
H -0.274 -3.630 -3.828 0.15 0.09 -0.10 0.110
H 0.786 -2.965 -5.645 0.03 0.06 0.09 0.089
H 0.769 -1.171 -5.644 0.24 -0.11 -0.03 0.066
H -0.147 -2.063 -6.853 -0.04 -0.04 0.09 0.088
C 4.329 5.219 -7.867 -0.20 0.16 -0.05 -0.115
O 2.994 5.166 -8.342 0.36 -0.23 0.08 -0.198
C 2.585 3.852 -8.721 -0.60 0.10 -0.07 -0.212
C 1.502 3.340 -7.776 0.48 0.15 0.13 -0.209
N 2.049 3.060 -6.449 -0.23 -0.09 -0.11 -0.050
C 1.023 2.792 -5.439 0.29 0.21 0.08 -0.202
C 0.084 3.948 -5.071 -0.08 -0.33 0.37 -0.218
O 0.732 5.028 -4.411 -0.18 -0.05 -0.41 -0.178
C 1.302 5.995 -5.278 0.10 0.09 0.41 -0.100
H 4.593 6.266 -7.714 -0.10 -0.03 -0.04 0.088
H 4.425 4.696 -6.910 0.17 -0.09 -0.02 0.078
H 5.022 4.790 -8.598 0.03 -0.04 0.08 0.087
H 3.429 3.157 -8.774 0.02 0.08 0.17 0.121
H 2.159 3.932 -9.727 0.02 -0.04 0.02 0.120
H 1.070 2.422 -8.187 0.00 0.01 0.05 0.123
H 0.716 4.102 -7.727 -0.10 0.00 -0.23 0.104
H 2.598 3.856 -6.143 -0.04 -0.08 -0.06 0.068
H 1.552 2.489 -4.530 -0.13 0.04 0.03 0.109
H 0.426 1.929 -5.756 -0.02 0.08 -0.07 0.115
H -0.642 3.556 -4.352 0.05 0.02 0.00 0.121
H -0.504 4.304 -5.925 0.16 0.09 -0.08 0.110
H 0.746 6.098 -6.213 0.06 -0.10 -0.02 0.089
H 2.348 5.753 -5.482 0.00 0.09 -0.24 0.070
H 1.288 6.958 -4.761 -0.06 -0.10 0.00 0.088
```
Forces are in eV/Å.

Gap between HOMO and LUMO = 8.218 eV
SMILES = C#C[C@]1(S(=O)(=O)C(F)(F)F)OC(=O)[C@H](CCOCC)[C@@]1(B(O)OCC)[C@H](C)F.COCCNCCOC.COCCNCCOC